No. 1
{
  "formula": "C16H17Cl7IrO2",
  "method": "wB97M-V/def2-TZVPD",
  "symbols": ["Ir", "Cl", "Cl", "Cl", "Cl", "Cl", "Cl", "Cl", "O", "O", "C", "C", "C", "C", "C", "C", "C", "C", "C", "C", "C", "C", "C", "C", "C", "C", "H", "H", "H", "H", "H", "H", "H", "H", "H", "H", "H", "H", "H", "H", "H", "H", "H"],
  "coordinates": [[-0.76, 0.28, -0.29], [-4.48, 2.20, 4.80], [-1.36, 2.16, 5.02], [-1.17, -1.65, 1.06], [-5.84, 1.57, 2.06], [-2.15, -1.10, -1.56], [0.35, 1.39, 2.57], [-4.10, 1.16, -0.47], [-1.13, 1.84, -1.44], [-1.89, -0.23, -3.17], [0.88, 0.44, -2.93], [-1.35, 1.47, 2.40], [-1.94, 1.15, 1.17], [2.12, -3.16, 0.36], [0.70, -2.68, -2.37], [1.93, 1.83, -0.41], [1.01, -1.64, -1.38], [-4.13, 1.59, 2.18], [-3.33, 1.31, 1.05], [0.82, -0.20, -1.59], [1.70, -1.83, -0.17], [-2.12, 1.82, 3.53], [1.37, 0.46, -0.36], [1.98, -0.60, 0.43], [2.89, -0.43, 1.58], [-3.53, 1.85, 3.43], [0.07, -2.30, -3.17], [2.14, -3.14, 1.46], [1.89, 0.32, -3.35], [3.12, -3.43, 0.01], [0.18, -3.53, -1.89], [0.15, -0.03, -3.59], [1.62, -3.08, -2.81], [-1.13, 2.63, -0.86], [-2.20, 0.67, -2.92], [1.26, 2.48, -0.98], [3.86, -0.90, 1.39], [2.92, 1.82, -0.89], [1.42, -3.95, 0.05], [0.64, 1.50, -2.86], [2.04, 2.23, 0.60], [2.48, -0.92, 2.48], [3.06, 0.62, 1.81]],
  "s_squared": 8.797,
  "lumo_ev": [4.4243, 4.2904],
  "spin_multiplicity": 6,
  "total_charge": -2,
  "e_homo_ev": [1.94, -1.46]
}

=====

No. 2
{
  "formula": "C16H17F3LaN2O4S2",
  "method": "wB97M-V/def2-TZVPD",
  "symbols": ["La", "S", "S", "F", "F", "F", "O", "O", "O", "O", "N", "N", "C", "C", "C", "C", "C", "C", "C", "C", "C", "C", "C", "C", "C", "C", "C", "C", "H", "H", "H", "H", "H", "H", "H", "H", "H", "H", "H", "H", "H", "H", "H", "H", "H"],
  "coordinates": [[-0.91, -1.38, -0.85], [3.67, -1.39, -2.42], [-2.74, -3.08, 0.77], [-0.45, -2.41, 1.69], [-1.12, -4.37, 2.37], [-2.00, -2.59, 3.22], [-3.85, -3.90, 1.08], [-1.87, -3.50, -0.37], [-1.07, 0.78, 0.03], [-2.92, -1.63, 0.64], [-0.20, -1.25, -3.32], [0.14, 0.90, 1.91], [1.56, -1.51, -0.90], [-0.52, -0.98, -5.67], [1.14, -1.24, -3.46], [-1.00, -1.12, -4.39], [0.86, -0.98, -5.83], [2.74, -1.62, -0.08], [1.69, -1.11, -4.73], [-1.12, 3.74, 1.80], [-0.87, 1.30, 1.17], [1.97, -1.38, -2.22], [-1.80, 2.37, 1.66], [0.49, 1.46, 3.23], [3.92, -1.56, -0.75], [0.89, 2.92, 3.19], [-1.53, -3.15, 2.13], [-0.28, 3.89, 3.07], [-2.20, 2.06, 2.64], [0.82, 0.29, 1.47], [1.45, 3.13, 4.10], [4.93, -1.62, -0.36], [1.30, -0.88, -6.81], [1.30, 0.83, 3.60], [-2.07, -1.13, -4.20], [-1.91, 4.49, 1.80], [-1.20, -0.89, -6.50], [2.70, -1.76, 0.99], [-0.36, 1.29, 3.89], [1.60, 3.07, 2.36], [-0.94, 3.76, 3.93], [0.10, 4.91, 3.13], [-0.52, 3.95, 0.91], [2.76, -1.11, -4.87], [-2.62, 2.40, 0.96]],
  "lumo_ev": -3.0460,
  "total_charge": 1,
  "e_homo_ev": -11.29
}

=====

No. 3
{
  "formula": "C16H17InN6OS3",
  "method": "wB97M-V/def2-TZVPD",
  "symbols": ["In", "S", "S", "S", "O", "N", "N", "N", "N", "N", "N", "C", "C", "C", "C", "C", "C", "C", "C", "C", "C", "C", "C", "C", "C", "C", "C", "H", "H", "H", "H", "H", "H", "H", "H", "H", "H", "H", "H", "H", "H", "H", "H", "H"],
  "coordinates": [[-0.94, -0.02, -0.47], [-2.62, 1.62, -1.25], [-1.00, -2.42, -1.12], [1.41, -3.66, 0.34], [0.18, 1.86, 0.39], [-1.35, 0.87, -3.58], [-1.40, 0.15, 1.71], [0.87, -1.16, 0.24], [-0.20, 0.44, -2.92], [-3.25, 1.72, -3.90], [-2.78, 1.41, -5.16], [2.67, -0.21, 1.69], [-2.42, 1.39, -2.93], [-1.61, 0.89, -4.96], [-0.69, 0.36, -5.99], [-0.89, 1.16, 2.42], [-1.40, 0.05, 4.46], [-0.88, 1.15, 3.80], [-0.36, 2.34, 1.64], [2.00, -1.26, 1.06], [4.22, -1.83, 2.61], [-1.92, -1.00, 3.73], [0.46, -2.34, -0.18], [2.45, -2.57, 1.22], [3.57, -2.87, 1.99], [3.78, -0.51, 2.46], [-1.90, -0.92, 2.35], [-1.39, 0.02, 5.54], [-0.01, -0.54, -3.13], [-1.18, 3.04, 1.45], [4.32, 0.29, 2.96], [0.60, 1.00, -3.22], [-1.13, 0.53, -6.97], [-2.33, -1.88, 4.21], [0.55, 2.61, -0.09], [-0.46, 1.99, 4.35], [0.41, 2.85, 2.21], [3.91, -3.89, 2.11], [2.33, 0.81, 1.56], [0.28, 0.86, -5.94], [5.09, -2.03, 3.22], [-2.31, -1.72, 1.74], [-0.53, -0.71, -5.86], [-4.16, 2.14, -3.81]],
  "lumo_ev": -5.8156,
  "total_charge": 2,
  "e_homo_ev": -14.01
}